# 1
{"formula": "C5H11N", "method": "ωB97M-V/def2-TZVPD", "relative_energy_kj_mol": 748.5, "lumo_energy_ev": [-7.7, -7.7], "spin_multiplicity": 2, "total_charge": 1, "max_force_ha_per_bohr": 0.12800, "gap_ev": [5.04, 6.20], "mol_weight_g_mol": 85.15, "elements": ["C", "N", "C", "C", "C", "C", "H", "H", "H", "H", "H", "H", "H", "H", "H", "H", "H"], "positions_angstrom": [[1.87718, -0.57119, -0.38047], [1.30660, 0.80063, -0.27859], [-0.31894, 0.75439, 0.31110], [-1.08162, -0.45904, -0.26970], [-2.05893, -0.62289, -1.32308], [0.00059, 0.80105, 1.68757], [1.77820, -1.14166, 0.53638], [1.44466, -1.26498, -1.07885], [2.91653, -0.59033, -0.64872], [1.67546, 0.98454, 0.63652], [-1.06659, -1.16223, 0.57292], [-3.02606, -0.87366, -0.90929], [-2.13735, 0.21515, -2.03540], [-0.46868, -0.49181, -1.25986], [-0.51154, 0.22830, 2.45264], [0.40422, 1.70704, 2.11715], [-0.73373, 1.68671, -0.13032]], "lowdin_charge": [-0.139, -0.008, -0.288, -0.102, 0.252, 0.055, 0.082, 0.063, 0.089, 0.044, 0.156, 0.132, 0.134, 0.195, 0.085, 0.094, 0.156]}

---

# 2
{"formula": "C5H11N2", "method": "ωB97M-V/def2-TZVPD", "smiles": "C=C1N(C)C[N@@H+]1C", "relative_energy_kj_mol": 337.7, "lumo_energy_ev": -3.2, "total_charge": 1, "max_force_ha_per_bohr": 0.09409, "gap_ev": 10.33, "mol_weight_g_mol": 99.16, "elements": ["C", "C", "N", "C", "C", "N", "C", "H", "H", "H", "H", "H", "H", "H", "H", "H", "H", "H"], "positions_angstrom": [[0.06716, 2.09191, -0.31861], [0.01920, 0.80980, -0.53086], [-1.18834, -0.10999, -0.63415], [-2.12362, -0.07371, 0.48074], [-0.25974, -1.21671, -0.74942], [0.89739, -0.30705, -0.69424], [1.83232, -0.34657, 0.42997], [0.88461, 2.69416, -0.35087], [-0.83995, 2.55052, 0.04962], [-2.21068, 1.03232, 0.65784], [-3.07622, -0.39178, 0.15676], [-1.89296, -0.73723, 1.40659], [-0.35745, -1.79790, 0.23036], [-0.34545, -1.69030, -1.63379], [1.43651, -0.24366, -1.48145], [1.43651, -0.21274, 1.35052], [2.20277, -1.36686, 0.48700], [2.59563, 0.27819, 0.18752]], "lowdin_charge": [0.154, -0.245, -0.075, -0.051, -0.039, -0.012, 0.064, 0.057, 0.094, 0.099, 0.069, 0.126, 0.172, 0.111, 0.165, 0.090, 0.128, 0.093]}

---

# 3
{"formula": "C5H11N2", "method": "ωB97M-V/def2-TZVPD", "relative_energy_kj_mol": 454.0, "lumo_energy_ev": -5.3, "total_charge": 1, "max_force_ha_per_bohr": 0.09029, "gap_ev": 7.25, "mol_weight_g_mol": 99.16, "elements": ["C", "C", "C", "C", "C", "N", "N", "H", "H", "H", "H", "H", "H", "H", "H", "H", "H", "H"], "positions_angstrom": [[1.68656, 0.10049, -0.07376], [-1.27411, -1.20405, -0.08498], [-1.55945, -0.18977, -1.13066], [-1.24620, 0.21694, 0.20358], [-1.60770, 1.24592, 1.11969], [1.95455, -1.20823, -0.34762], [2.62058, 0.94064, 0.31640], [-2.08561, -1.73119, 0.41810], [-0.37045, -1.74779, -0.23680], [-0.61233, -0.04151, -1.77110], [-2.41545, 0.02476, -1.80609], [-1.77548, 2.17443, 0.64857], [-1.00759, 1.26495, 2.09756], [-2.71903, 0.87029, 1.31353], [1.21628, -1.74076, -0.79460], [2.91778, -1.49768, -0.51929], [2.64137, 1.93106, 0.42506], [3.63626, 0.59148, 0.22240]], "lowdin_charge": [-0.216, -0.060, -0.077, -0.152, 0.004, 0.074, 0.079, 0.144, 0.073, 0.156, 0.149, 0.082, 0.141, 0.188, 0.066, 0.110, 0.094, 0.144]}

---

# 4
{"formula": "C5H11N2", "method": "ωB97M-V/def2-TZVPD", "smiles": "C=CN(C)C(C)=[NH2+]", "relative_energy_kj_mol": 253.8, "lumo_energy_ev": -4.5, "total_charge": 1, "max_force_ha_per_bohr": 0.11208, "gap_ev": 8.39, "mol_weight_g_mol": 99.16, "elements": ["C", "C", "N", "C", "C", "C", "N", "H", "H", "H", "H", "H", "H", "H", "H", "H", "H", "H"], "positions_angstrom": [[-1.57865, -0.62119, 2.14709], [-0.83910, -0.83219, 1.05867], [-0.09810, 0.18490, 0.37001], [0.13988, 1.48481, 0.97401], [0.63039, -0.10137, -1.03748], [0.23865, -1.28103, -1.86159], [1.42150, 0.85525, -1.53559], [-2.11317, -1.48635, 2.50332], [-1.76608, 0.33481, 2.46064], [-0.71865, -1.69782, 0.50941], [-0.18423, 1.62704, 1.96565], [1.15352, 1.53384, 1.22087], [-0.30955, 2.20686, 0.41187], [0.90301, -2.06395, -1.37553], [0.54153, -1.11026, -2.80511], [-0.83654, -1.36001, -1.59585], [1.47136, 0.88353, -2.52085], [1.94421, 1.44310, -0.88954]], "lowdin_charge": [0.082, -0.143, -0.053, -0.038, -0.139, 0.033, 0.223, 0.079, 0.035, 0.076, 0.086, 0.087, 0.083, 0.152, 0.052, 0.118, 0.127, 0.141]}

---

# 5
{"formula": "C5H11N2", "method": "ωB97M-V/def2-TZVPD", "smiles": "C=C[C@@H]([NH3+])/N=C/C", "relative_energy_kj_mol": 224.0, "lumo_energy_ev": -3.4, "total_charge": 1, "max_force_ha_per_bohr": 0.09431, "gap_ev": 10.97, "mol_weight_g_mol": 99.16, "elements": ["C", "C", "C", "N", "N", "C", "C", "H", "H", "H", "H", "H", "H", "H", "H", "H", "H", "H"], "positions_angstrom": [[2.23057, -1.32439, 0.33475], [1.55704, -0.52847, -0.42395], [0.65561, 0.45543, 0.35974], [0.98541, 1.81768, -0.08554], [-0.74657, 0.53380, 0.03088], [-1.44713, -0.50819, 0.09194], [-2.86621, -0.45631, -0.36806], [2.73730, -2.20139, 0.15640], [2.13802, -1.28173, 1.45794], [1.47528, -0.77837, -1.52907], [0.90894, 0.49313, 1.45628], [0.26012, 2.60428, 0.14709], [1.08996, 1.80142, -1.18891], [1.90835, 2.12573, 0.20496], [-1.16316, -1.49119, 0.55377], [-3.35547, -1.36743, -0.09306], [-3.42618, 0.34994, 0.26297], [-2.94190, -0.24394, -1.36811]], "lowdin_charge": [0.034, -0.120, -0.363, 0.147, 0.054, -0.177, -0.045, 0.052, 0.102, 0.148, 0.171, 0.218, 0.219, 0.157, 0.151, 0.068, 0.134, 0.051]}

---

# 6
{"formula": "C5H11N2", "method": "ωB97M-V/def2-TZVPD", "relative_energy_kj_mol": 376.7, "lumo_energy_ev": -4.1, "total_charge": 1, "max_force_ha_per_bohr": 0.09593, "gap_ev": 10.06, "mol_weight_g_mol": 99.16, "elements": ["C", "C", "C", "C", "C", "N", "N", "H", "H", "H", "H", "H", "H", "H", "H", "H", "H", "H"], "positions_angstrom": [[1.16575, 1.65725, 0.94999], [0.63212, -1.55911, -0.03512], [1.60663, -1.64257, 0.96712], [-2.18864, 0.69009, -1.10446], [-1.57691, -0.75716, -0.99151], [2.19356, 1.21539, 0.38045], [-0.23044, -1.06978, -0.64243], [1.05091, 2.60718, 1.50656], [0.05277, 1.24455, 0.39847], [2.09283, -2.57863, 0.98335], [1.22123, -1.24045, 1.92638], [2.24578, -0.86884, 0.47268], [-1.80601, 1.47353, -0.49427], [-2.26932, 1.02837, -2.07879], [-3.26692, 0.74408, -0.73962], [-2.07303, -1.34059, -0.23973], [-1.81191, -1.28254, -1.89811], [2.96161, 1.67923, 0.63904]], "lowdin_charge": [-0.094, 0.017, 0.010, -0.032, -0.145, 0.044, 0.203, 0.083, 0.111, 0.096, 0.138, 0.094, 0.040, 0.049, 0.119, 0.128, 0.130, 0.009]}